{
  "formula": "C5H16N2O",
  "method": "ωB97M-V/def2-TZVPD",
  "symbols": ["C", "C", "N", "C", "C", "C", "N", "H", "H", "H", "H", "H", "H", "H", "H", "H", "H", "H", "H", "H", "H", "H", "H", "O"],
  "xyz": [[2.216, -0.255, -1.210], [1.278, -1.326, -0.659], [0.663, -0.895, 0.617], [-0.983, 0.239, 1.999], [-0.704, -0.454, 0.571], [-1.205, 0.641, -0.570], [-2.568, 0.606, -0.970], [1.691, 0.698, -0.991], [2.396, -0.192, -2.267], [3.215, -0.233, -0.715], [0.441, -1.239, -1.429], [1.599, -2.412, -0.557], [1.214, -0.119, 1.093], [-0.217, 0.984, 2.203], [-1.974, 0.758, 2.201], [-0.930, -0.495, 2.767], [-1.395, -1.337, 0.373], [-0.970, 1.560, -0.030], [-0.455, 0.605, -1.346], [-2.042, -0.442, -1.071], [-3.023, 1.159, -0.212], [1.518, 2.478, 0.671], [-1.229, -1.854, -1.425], [1.464, 1.525, 0.957]],
  "e_tot_ha": -384.42858,
  "relative_energy_ev": 11.6872,
  "lumo_ev": -3.840,
  "homo_lumo_gap_ev": 4.33
}